Below is an isolated molecule of C26H29FN2O6S in a non-equilibrium geometry, with properties calculated with the ωB97M-V functional and the def2-TZVPD basis.

## Properties
Lowest unoccupied orbital energy (hartree): -0.026
E_tot (eV): -56250.2101
F_max (eV/A): 1.1
Structure (SMILES): COCCCN1C(=O)C(=O)/C(=C(/O)c2ccc(S(=O)(=O)N3CCCCC3)cc2)[C@@H]1c1ccc(F)cc1
Orbital gap (eV): 8.526

Cartesian coordinates (Å):
C: 3.273411 -6.121763 -0.052603
O: 4.051894 -4.980966 0.193494
C: 3.523581 -3.821221 -0.402264
C: 4.398170 -2.632074 -0.023619
C: 4.091977 -1.381459 -0.847616
N: 2.751678 -0.872702 -0.646551
C: 2.328363 -0.371202 0.536962
O: 2.959732 -0.353273 1.568910
C: 0.924204 0.190048 0.310134
O: 0.224614 0.701441 1.156225
C: 0.663062 0.019825 -1.113185
C: -0.378496 0.528732 -1.807719
O: -0.395246 0.437971 -3.152392
C: -1.488129 1.229198 -1.137711
C: -2.235810 0.580884 -0.157135
C: -3.227802 1.268053 0.515567
C: -3.456240 2.598067 0.216374
S: -4.614670 3.537209 1.224066
O: -5.006525 4.689958 0.467071
O: -5.620132 2.631642 1.694292
N: -3.769094 4.068168 2.533865
C: -2.816927 5.136381 2.350678
C: -1.383205 4.619300 2.215272
C: -1.037763 3.735733 3.412011
C: -2.038833 2.586818 3.504856
C: -3.462826 3.139150 3.596357
C: -2.756502 3.239452 -0.786429
C: -1.777128 2.548973 -1.478905
C: 1.813682 -0.721506 -1.743603
C: 1.374864 -2.059548 -2.297758
C: 0.526947 -2.871666 -1.552422
C: 0.144117 -4.112923 -2.024097
C: 0.622375 -4.532177 -3.253025
F: 0.260849 -5.744235 -3.716452
C: 1.458604 -3.741748 -4.019334
C: 1.830853 -2.501359 -3.531664
H: 3.191104 -6.324112 -1.128638
H: 3.774769 -6.953815 0.436679
H: 2.262006 -6.010184 0.358849
H: 3.497261 -3.944377 -1.499666
H: 2.489359 -3.661432 -0.060739
H: 5.440042 -2.909985 -0.185800
H: 4.267474 -2.407979 1.034429
H: 4.211377 -1.593003 -1.912379
H: 4.801687 -0.599084 -0.555309
H: -1.191072 0.855439 -3.509974
H: -2.030014 -0.451583 0.075572
H: -3.829315 0.793164 1.274024
H: -3.134970 5.691059 1.467476
H: -2.884398 5.800107 3.221065
H: -1.281452 4.034900 1.298618
H: -0.700143 5.468168 2.157053
H: -0.030009 3.334097 3.301518
H: -1.073141 4.331370 4.327455
H: -1.927794 1.951453 2.625235
H: -1.834797 1.979070 4.387094
H: -4.210436 2.347590 3.543256
H: -3.587287 3.670418 4.547910
H: -2.988140 4.269189 -1.007819
H: -1.202851 3.047345 -2.247634
H: 2.271290 -0.132430 -2.551171
H: 0.166248 -2.527995 -0.593893
H: -0.511378 -4.754364 -1.456718
H: 1.807555 -4.098390 -4.975335
H: 2.479372 -1.871815 -4.122808

Cartesian forces (eV/Å) of the 2 atoms listed first:
-0.05 -0.02 -0.03
0.21 0.15 0.13

=====

Below is an isolated molecule of C26H29N2O3P in a non-equilibrium geometry, with properties calculated with the ωB97M-V functional and the def2-TZVPD basis.

## Properties
Lowest unoccupied orbital energy (hartree): -0.006
E_tot (eV): -45824.3744
F_max (eV/A): 15.9
Structure (SMILES): COCCNC(=O)[C@H]1C[C@@H]1[C@H](NP(=O)(c1ccccc1)c1ccccc1)c1ccccc1
Orbital gap (eV): 8.538

Cartesian coordinates (Å):
C: 7.594840 0.003587 2.190461
O: 7.235491 0.304824 0.809878
C: 7.196584 -0.688819 -0.103424
C: 5.896195 -1.737824 0.147698
N: 4.631772 -1.142180 -0.077578
C: 3.575667 -1.379279 -0.754582
O: 3.582523 -2.426438 -1.319165
C: 2.463391 -0.317211 -0.957651
C: 1.601628 -0.253436 -2.187149
C: 1.134598 -0.978130 -0.884555
C: -0.067462 -0.129884 -0.007189
N: -1.366906 -0.920351 -0.419620
P: -2.469491 -0.909631 0.683450
O: -1.967629 -0.680117 2.209437
C: -3.717153 -2.037297 0.270699
C: -5.102879 -1.844248 0.876322
C: -5.930933 -2.973663 0.598940
C: -5.610902 -4.074824 0.077454
C: -4.142811 -4.127547 -0.405871
C: -3.340229 -3.189322 -0.019871
C: -3.212159 0.876798 0.354612
C: -3.142972 1.737217 1.233777
C: -3.633019 3.321953 0.868223
C: -4.409604 3.291216 -0.194520
C: -4.446849 2.218024 -1.102650
C: -3.951114 1.130650 -0.891693
C: -0.138154 1.189357 0.105502
C: 0.288803 2.044005 0.876215
C: 0.031785 3.499809 0.868158
C: -0.378562 3.854583 -0.177555
C: -1.039105 3.185994 -1.123942
C: -0.836822 1.700080 -1.245453
H: 8.553382 -0.388785 2.087928
H: 6.994345 -0.655889 2.942413
H: 7.698359 0.879809 2.545392
H: 7.946779 -1.419713 -0.092621
H: 6.868248 -0.328004 -1.016690
H: 5.925502 -2.562205 -0.463865
H: 5.960531 -2.071234 1.374790
H: 4.659357 -0.156202 0.643269
H: 2.798931 0.641896 -0.375466
H: 1.315167 0.738143 -2.444933
H: 1.990554 -0.880430 -2.951482
H: 0.929742 -1.949190 -0.840348
H: 0.224308 -0.470370 0.923217
H: -1.514408 -0.933472 -1.459386
H: -5.321409 -0.692463 0.942110
H: -7.062820 -2.599999 0.992137
H: -6.308863 -4.687512 -0.107131
H: -4.061177 -5.086898 -0.606712
H: -2.316906 -3.393996 -0.476109
H: -2.594277 1.962717 2.207422
H: -3.590448 3.928722 1.579867
H: -4.753819 4.166827 -0.593770
H: -4.971009 2.430448 -2.090734
H: -4.107640 0.151107 -1.636468
H: 0.896460 1.416867 1.774374
H: 0.573603 3.894922 1.621049
H: -0.434432 4.936894 -0.416303
H: -1.481334 3.603577 -2.304447
H: -1.145250 0.976550 -2.055841

Cartesian forces (eV/Å) of the 2 atoms listed first:
-1.61 -5.61 -2.47
-0.79 0.89 1.74

=====

Below is an isolated molecule of C26H29N3O6, with properties calculated with the ωB97M-V functional and the def2-TZVPD basis.

## Properties
Lowest unoccupied orbital energy (hartree): 0.002
E_tot (eV): -44190.0937
F_max (eV/A): 0.8
Structure (SMILES): CCC1=C2CC[C@H]3C(=O)N(C)C(=O)[C@H]3[C@H]2[C@@]2(Cc3ccccc3)/C(=N/CCOC)OC(=O)N2C1=O
Orbital gap (eV): 9.102

Cartesian coordinates (Å):
C: 0.841066 2.358658 -3.477553
C: 1.814894 1.409415 -2.775208
C: 1.199376 0.777899 -1.557543
C: 1.291592 1.280217 -0.320458
C: 1.938865 2.593471 0.008607
C: 1.208430 3.269724 1.176538
C: -0.281409 2.929855 1.129076
C: -0.896058 3.289349 -0.216502
O: -0.728043 4.292162 -0.857070
N: -1.727530 2.252963 -0.583732
C: -2.562894 2.274184 -1.762046
C: -1.708332 1.195361 0.291801
O: -2.457102 0.253641 0.244732
C: -0.583976 1.434848 1.280383
C: 0.667785 0.614066 0.875502
C: 0.416796 -0.869512 0.608264
C: 1.700584 -1.715598 0.864059
C: 2.839868 -1.332505 -0.034528
C: 2.923582 -1.858139 -1.318837
C: 3.942490 -1.471255 -2.170765
C: 4.895717 -0.561682 -1.746375
C: 4.834709 -0.053343 -0.460368
C: 3.813245 -0.437050 0.390036
C: -0.683293 -1.513643 1.426282
N: -0.809307 -1.349058 2.654747
C: -1.821645 -1.949898 3.475294
C: -3.150019 -2.275671 2.791308
O: -4.102645 -2.504586 3.806209
C: -5.372943 -2.813326 3.294058
O: -1.412756 -2.309292 0.583569
C: -1.106550 -2.038128 -0.719235
O: -1.653574 -2.547451 -1.638270
N: -0.073122 -1.107867 -0.731706
C: 0.361107 -0.407272 -1.854381
O: 0.021072 -0.710881 -2.969274
H: -0.026436 1.802852 -3.822340
H: 1.323978 2.811190 -4.339766
H: 0.509761 3.152334 -2.812047
H: 2.729329 1.934820 -2.499141
H: 2.076253 0.609277 -3.469438
H: 1.910672 3.247672 -0.860782
H: 2.988718 2.429866 0.266230
H: 1.330841 4.350365 1.103676
H: 1.612869 2.949826 2.137956
H: -0.811296 3.507977 1.893131
H: -2.384546 3.213912 -2.280779
H: -2.310508 1.432421 -2.407596
H: -3.611190 2.194087 -1.473997
H: -0.891450 1.134778 2.283340
H: 1.363518 0.676279 1.716391
H: 1.443981 -2.765384 0.699756
H: 1.966677 -1.590325 1.914608
H: 2.190405 -2.576594 -1.655671
H: 3.992142 -1.884304 -3.166787
H: 5.690146 -0.258588 -2.411467
H: 5.587482 0.641407 -0.117238
H: 3.778396 -0.047047 1.397616
H: -2.015903 -1.242351 4.286877
H: -1.401234 -2.854158 3.925795
H: -3.455797 -1.427135 2.159970
H: -3.057832 -3.161150 2.147427
H: -5.346423 -3.726766 2.687117
H: -6.026132 -2.964482 4.151211
H: -5.761375 -1.995045 2.675133

Cartesian forces (eV/Å) of the 2 atoms listed first:
0.17 -0.09 0.03
-0.19 0.07 -0.02

=====

Number 1: highest occupied orbital energy -9.233 eV. Number 2: highest occupied orbital energy -8.689 eV. Number 3: highest occupied orbital energy -9.045 eV.